Record 1
Density functional theory data (ωB97M-V with the def2-TZVPD basis set) for an isolated molecule of C4H7N3.

Element x y z (Å)
C1 2.03241 -0.30044 0.05462
C2 0.57716 -0.04819 -0.17559
N1 -1.20331 1.72795 0.36011
C3 -1.45450 -1.71094 0.16351
N2 0.03011 0.68953 -1.36739
N3 0.05431 1.37196 -0.20767
C4 -0.46556 -0.93079 -0.14569
H1 -1.89386 1.74486 -0.38614
H2 -1.09350 2.64878 0.76820
H3 2.59812 0.57817 -0.25184
H4 2.36060 -1.15562 -0.53829
H5 2.22950 -0.50722 1.10819
H6 -1.64291 -1.98814 1.20081
H7 -2.12857 -2.11991 -0.58282

The calculation puts the gap between HOMO and LUMO (alpha / beta) at 0.3202 / 0.3201 hartree. As for the maximum force: 0.49 eV/Å. Its total energy is -320.66929 a.u. As for the energy above the lowest of the compared OMol25 structures with the same formula, charge and spin: 134.29 kcal/mol. The calculation puts the highest occupied orbital energy (alpha / beta) at -8.00 / -8.00 eV. The net charge is 0.

Record 2
Density functional theory data (ωB97M-V with the def2-TZVPD basis set) for a 3-piece molecular cluster, C3H15N2O2S overall.

Element x y z (Å)
N1 0.09344 -0.22974 -0.83216
C1 0.44803 -0.04639 0.64735
C2 -0.85442 0.34884 1.44326
S1 -1.82716 1.52620 0.40841
C3 1.01663 -1.39401 1.17257
N2 2.49378 -1.70477 0.79514
H1 0.90445 -0.46671 -1.31877
H2 -0.71437 -0.86021 -1.00627
H3 -0.31871 0.63072 -1.23440
H4 1.09606 0.88768 0.85566
H5 -1.64964 -0.53025 1.46411
H6 -0.55110 0.64521 2.54408
H7 -1.17620 2.67508 0.59944
H8 0.28765 -2.24054 1.01599
H9 1.12163 -1.27899 2.28975
H10 2.80464 -2.45181 1.46707
H11 3.04753 -0.93264 0.93686
H12 -1.88977 -2.31320 -2.10716
H13 -2.88315 -1.09369 -2.05884
O1 -2.02870 -1.46507 -1.81479
H14 2.59544 1.16195 -0.68385
H15 2.85323 1.29174 -2.16263
O2 2.27055 1.53348 -1.49216

The calculation puts the gap between HOMO and LUMO at 0.3856 hartree. As for the maximum force: 4.70 eV/Å. Its total energy is -781.20306 a.u. As for the energy above the lowest of the compared OMol25 structures with the same formula, charge and spin: 34.22 kcal/mol. The calculation puts the highest occupied orbital energy at -13.27 eV. The net charge is +1.

Record 3
Density functional theory data (ωB97M-V with the def2-TZVPD basis set) for C28H27FN3O6S3 as an isolated structure.

Element x y z (Å)
C1 -6.55758 0.95592 1.28939
N1 -5.47530 0.92138 2.26508
C2 -5.71987 1.63198 3.50382
C3 -4.22655 0.44819 1.96578
C4 -3.71311 0.55116 0.65144
C5 -2.34031 0.35217 0.48947
C6 -1.57526 -0.36501 1.40043
C7 -0.16047 -0.72260 1.12561
C8 0.84106 -0.09075 1.85130
C9 1.97832 -0.85049 2.34558
O1 1.94270 -2.03952 2.62730
N2 3.17166 -0.11188 2.36873
C10 4.40284 -0.87983 2.36817
C11 3.20723 1.27221 2.46070
S1 4.58597 2.18807 2.15872
N3 1.95440 1.83875 2.66210
C12 1.90974 3.27080 2.95071
C13 0.89873 1.35668 1.84845
O2 0.17678 2.10311 1.19591
C14 -2.14067 -0.62177 2.68809
C15 -3.40082 -0.13611 3.00207
H1 -6.47032 0.11304 0.57613
H2 -7.49158 0.87222 1.86849
H3 -6.56170 1.91379 0.73044
H4 -4.90535 1.49013 4.22213
H5 -5.82807 2.71727 3.31029
H6 -6.66092 1.25197 3.92808
H7 -4.28971 0.93345 -0.20709
H8 -1.83182 0.78589 -0.34641
H9 0.01553 -1.77201 0.90621
H10 5.18172 -0.14637 2.57619
H11 4.33080 -1.66100 3.14905
H12 4.54646 -1.34792 1.39075
H13 1.01957 3.43812 3.61590
H14 2.82944 3.56624 3.45631
H15 1.74981 3.87241 2.01586
H16 -1.57403 -1.16608 3.44268
H17 -3.84169 -0.21296 4.02160
F1 -0.24730 0.58263 -1.31475
C16 0.18071 -0.57426 -0.75355
S2 -0.94093 -1.91208 -1.32915
C17 -0.48208 -2.74100 -2.85333
C18 0.22331 -3.94661 -2.74033
C19 0.51891 -4.65949 -3.89713
C20 0.13960 -4.17327 -5.16061
C21 -0.57867 -2.96864 -5.24686
C22 -0.92064 -2.23985 -4.08589
O3 -0.90503 -2.99681 -0.34493
O4 -2.16622 -1.20984 -1.65400
S3 1.92751 -0.74444 -1.35549
C23 2.61461 0.82451 -1.93375
C24 2.91711 1.01920 -3.29195
C25 3.71662 2.10516 -3.68473
C26 4.22257 3.00491 -2.73833
C27 3.87800 2.84267 -1.39823
C28 3.07110 1.77562 -1.00408
O5 2.74353 -1.16007 -0.21008
O6 1.90583 -1.54832 -2.56347
H18 0.55084 -4.28029 -1.74337
H19 1.07432 -5.58833 -3.79017
H20 0.40834 -4.72980 -6.06458
H21 -0.87281 -2.56877 -6.21723
H22 -1.45935 -1.28538 -4.14565
H23 2.56554 0.28277 -4.02509
H24 3.95525 2.21741 -4.74211
H25 4.86637 3.83106 -3.04528
H26 4.25538 3.51165 -0.61857
H27 2.85997 1.60898 0.07722

The calculation puts the gap between HOMO and LUMO at 0.2507 hartree. As for the maximum force: 3.21 eV/Å. Its total energy is -2993.26443 a.u. The calculation puts the highest occupied orbital energy at -4.22 eV. The net charge is -1.

Record 4
Density functional theory data (ωB97M-V with the def2-TZVPD basis set) for a 2-piece molecular cluster, CClF3S overall.

Element x y z (Å)
C1 -0.75312 -0.09252 -0.00431
F1 -0.80477 1.17723 -0.58830
F2 -0.93853 0.04782 1.25365
F3 2.30065 0.84231 0.34175
S1 1.68912 -0.65555 -0.20302
Cl1 -1.49335 -1.31929 -0.79978

The calculation puts the gap between HOMO and LUMO at 0.2995 hartree. As for the maximum force: 5.63 eV/Å. Its total energy is -1195.97161 a.u. As for the energy above the lowest of the compared OMol25 structures with the same formula, charge and spin: 43.69 kcal/mol. The calculation puts the highest occupied orbital energy at -9.48 eV. The net charge is 0.

Record 5
Density functional theory data (ωB97M-V with the def2-TZVPD basis set) for a 3-piece molecular cluster, C16H39ClO13P2S2 overall.

Element x y z (Å)
C1 -1.14368 -3.09561 -2.31704
O1 -0.23435 -2.01239 -2.38955
C2 -0.77910 -0.84945 -2.99992
C3 0.35380 0.09221 -3.38019
C4 1.16283 0.74285 -2.24470
C5 0.36665 1.45406 -1.14523
C6 1.21696 1.79661 0.08325
C7 1.70740 0.61127 0.89409
O2 0.62581 0.12025 1.71841
P1 0.66601 -1.31883 2.36714
O3 1.60058 -1.49842 3.47806
O4 0.84950 -2.36491 1.16676
C8 2.12817 -2.93309 0.83442
C9 2.33731 -2.80572 -0.67757
C10 2.53287 -4.13297 -1.39828
Cl1 3.78101 -1.75128 -1.00047
O5 -0.87087 -1.59760 2.69640
P2 -2.29861 -0.93542 2.21773
O6 -2.01247 -0.84310 0.61687
O7 -2.08389 0.60435 2.67598
H1 -1.82303 -3.01400 -1.46201
H2 -1.74936 -3.15789 -3.22847
H3 -0.56248 -4.01380 -2.21561
H4 -1.51713 -0.38288 -2.33796
H5 -1.32042 -1.13465 -3.91383
H6 1.05228 -0.49065 -3.99083
H7 -0.06054 0.85542 -4.04754
H8 1.81627 1.48540 -2.71977
H9 1.83463 -0.00944 -1.81643
H10 -0.50282 0.87259 -0.82995
H11 -0.02635 2.39326 -1.55010
H12 0.63841 2.43693 0.75541
H13 2.09644 2.37276 -0.23037
H14 2.06435 -0.19716 0.25424
H15 2.51518 0.91807 1.56406
H16 2.08779 -3.98708 1.11784
H17 2.91614 -2.44825 1.40983
H18 1.50146 -2.25568 -1.10609
H19 2.33012 -4.01540 -2.46407
H20 3.56571 -4.47341 -1.31072
H21 1.85757 -4.88936 -0.99358
H22 -1.27572 -1.38482 0.29160
H23 -2.95064 1.00126 2.85667
C11 -8.94564 0.63481 5.65734
C12 -7.60917 0.84338 6.33293
O8 -6.67677 -0.24611 6.10489
S1 -6.00507 -0.35114 4.67485
C13 -4.75728 -1.51570 5.05692
O9 -5.38971 0.90919 4.35759
O10 -6.92863 -0.91476 3.73890
H24 -8.85480 0.65037 4.57300
H25 -9.62226 1.43425 5.96118
H26 -9.37748 -0.32325 5.94610
H27 -7.13459 1.77477 6.02193
H28 -7.71479 0.86492 7.41542
H29 -4.06594 -1.07308 5.76885
H30 -4.26686 -1.69653 4.10276
H31 -5.19813 -2.42788 5.44928
C14 6.12121 4.99128 -4.39306
C15 6.10275 3.56085 -4.88273
O11 5.78054 2.60445 -3.83976
S2 4.27211 2.52565 -3.35893
C16 4.38959 1.04067 -2.43221
O12 3.43212 2.32930 -4.50453
O13 3.98267 3.61305 -2.47243
H32 5.13065 5.32493 -4.09008
H33 6.47353 5.63542 -5.19947
H34 6.78901 5.09690 -3.53826
H35 5.40373 3.42041 -5.70807
H36 7.08870 3.24773 -5.21959
H37 4.61528 0.22068 -3.10756
H38 3.41377 0.90303 -1.97145
H39 5.15765 1.15838 -1.67228

The SMILES is COCCCCCCO[P@](=O)(OC[C@H](C)Cl)OP(O)O.CCOS(C)(=O)=O.CCOS(C)(=O)=O. The calculation puts the gap between HOMO and LUMO at 0.3784 hartree. As for the maximum force: 0.63 eV/Å. Its total energy is -3550.60045 a.u. The calculation puts the highest occupied orbital energy at -9.69 eV. The net charge is 0.

Question: What is the maximum force in the second record?
Answer: 4.70 eV/Å